(1)
C65H72N3O3P2PbSSi2Te | ωB97M-V/def2-TZVPD

The geometry in XYZ format:
```
150
Properties=species:S:1:pos:R:3:forces:R:3:lowdin_charge:R:1
Pb -0.485133 -0.812476 0.472134 -0.110 0.103 -0.022 1.188
O -2.784176 -1.044174 7.732765 0.191 -0.143 -0.362 0.027
C -2.265866 -1.644522 6.798068 0.099 -0.227 -0.241 -0.678
O -1.749338 -2.788800 6.664832 -0.345 0.576 0.268 -0.023
C -2.106283 -0.981062 5.400698 0.167 -0.521 0.240 -0.052
C -2.842155 -1.451922 4.309193 -0.217 0.039 0.207 0.041
C -2.469192 -1.108630 3.036083 0.168 0.069 -0.151 -0.224
N -1.296950 -0.464760 2.776026 -0.066 -0.076 0.127 0.012
C -0.581373 0.006132 3.824755 -0.018 0.179 -0.263 -0.192
C -1.036919 -0.146235 5.127064 -0.073 0.158 0.095 0.054
C 0.752560 0.659245 3.597616 -0.047 0.068 -0.085 -0.335
C 1.693503 0.550742 4.572677 0.104 -0.015 0.185 -0.060
C 3.031617 1.041488 4.316519 -0.092 -0.117 0.024 -0.084
C 3.371040 1.527978 3.118810 0.047 0.042 -0.061 -0.064
C 2.333546 1.719616 2.052802 -0.190 -0.202 -0.071 -0.359
N 0.994756 1.250612 2.392741 0.160 -0.177 -0.179 -0.183
C -3.371582 -1.427192 1.891504 0.130 0.004 -0.058 -0.203
C -4.741058 -1.585719 2.089263 -0.112 -0.047 0.115 0.017
C -5.564978 -1.837067 1.009411 -0.037 0.001 0.037 -0.021
C -5.019964 -1.895564 -0.265959 -0.050 -0.011 -0.039 -0.033
C -3.662338 -1.707191 -0.391982 0.128 0.088 -0.017 -0.150
N -2.856667 -1.498944 0.656247 -0.124 0.019 0.127 -0.018
H -3.689551 -2.106032 4.479081 0.061 0.065 0.017 0.135
H -0.520885 0.346180 5.939629 0.047 -0.105 -0.012 0.134
H 1.476357 0.049365 5.504506 0.053 -0.009 -0.094 0.108
H 3.774912 0.956471 5.102620 -0.040 0.053 -0.047 0.114
H 4.371847 1.899089 2.917664 -0.077 -0.053 0.064 0.111
H 2.292864 2.806017 1.855478 0.044 0.013 -0.022 0.086
H -5.154692 -1.486885 3.083082 0.002 -0.008 -0.058 0.123
H -6.629764 -1.966005 1.157589 0.033 0.013 0.008 0.122
H -5.633994 -2.064503 -1.140974 0.034 0.006 0.042 0.116
H -3.181684 -1.698200 -1.365453 0.003 0.022 0.058 0.083
C 2.808886 -3.022646 2.195782 -0.090 0.092 -0.084 -0.253
C 2.563772 -1.505864 2.153863 -0.177 -0.115 -0.261 -0.349
P 2.514794 -0.743400 0.460438 0.684 0.001 -0.003 1.039
C 4.130214 -1.365922 -0.162895 -0.112 0.033 -0.035 -0.370
C 4.151438 -2.063536 -1.369942 -0.010 0.106 -0.064 -0.120
C 5.325415 -2.642201 -1.840007 -0.005 0.012 -0.037 -0.074
C 6.495633 -2.526705 -1.104821 -0.019 -0.004 0.026 -0.069
C 6.485077 -1.849239 0.110094 -0.042 0.004 0.025 -0.061
C 5.309235 -1.284242 0.582610 0.039 -0.043 0.001 -0.103
C 2.652690 1.180693 0.592739 -0.315 -0.098 0.033 -0.437
C 4.023967 1.672520 0.225013 -0.123 0.013 0.047 -0.092
C 4.252131 2.705130 -0.581109 0.016 0.098 -0.227 -0.056
C 3.166326 3.355277 -1.317481 0.213 -0.039 0.079 -0.069
C 1.918516 2.903789 -1.225676 -0.158 -0.111 0.064 -0.164
C 1.522385 1.763677 -0.343875 0.332 -0.064 -0.068 -0.396
C 2.092179 -3.854562 1.127771 -0.038 0.212 0.123 -0.327
P 0.317552 -3.496405 0.807719 0.152 -0.507 0.021 0.971
C 0.056330 -4.281288 -0.817526 -0.203 0.171 -0.055 -0.359
C -1.162903 -4.025978 -1.452967 0.055 -0.056 0.019 -0.124
C -1.447557 -4.572007 -2.696354 0.003 -0.113 0.128 -0.093
C -0.503639 -5.367356 -3.333150 0.021 -0.004 -0.008 -0.062
C 0.708564 -5.629424 -2.710036 0.005 0.027 0.033 -0.057
C 0.988544 -5.094832 -1.456563 0.023 -0.068 -0.090 -0.067
C -0.639848 -4.468197 1.996560 -0.038 0.214 0.118 -0.363
C -0.536316 -4.093520 3.341544 -0.050 0.032 -0.074 -0.088
C -1.280725 -4.747800 4.312016 0.024 0.002 0.016 -0.049
C -2.143008 -5.771678 3.934807 -0.011 -0.022 -0.049 -0.053
C -2.262500 -6.135985 2.599486 -0.007 0.028 0.021 -0.071
C -1.517590 -5.483767 1.624665 0.036 -0.062 0.004 -0.085
H 2.510976 -3.375327 3.184811 0.046 0.035 0.045 0.110
H 3.876357 -3.223313 2.101693 0.029 -0.050 -0.029 0.109
H 3.304825 -0.994959 2.753295 0.084 0.038 0.241 0.071
H 1.600267 -1.319783 2.624157 -0.065 0.161 0.069 0.039
H 3.236749 -2.162783 -1.948177 0.028 0.003 0.033 0.090
H 5.323269 -3.183560 -2.779789 -0.003 0.048 0.061 0.109
H 7.413113 -2.974417 -1.467645 -0.045 0.028 0.015 0.110
H 7.393541 -1.770316 0.695526 -0.046 -0.008 -0.026 0.112
H 5.310468 -0.789149 1.549411 0.003 -0.015 -0.060 0.109
H 4.858613 1.211336 0.733154 -0.031 0.007 0.027 0.092
H 5.268262 3.052491 -0.736599 -0.086 -0.010 0.022 0.111
H 3.402876 4.179270 -1.982714 -0.030 -0.100 0.015 0.114
H 1.135263 3.328972 -1.843094 0.066 -0.006 0.012 0.095
H 1.104805 0.994738 -1.000876 -0.085 -0.058 0.031 0.016
H 2.167775 -4.916248 1.369715 0.024 -0.031 -0.039 0.106
H 2.582450 -3.686522 0.171181 0.066 0.000 -0.134 0.051
H -1.904329 -3.418658 -0.945204 0.022 -0.054 -0.045 0.072
H -2.409233 -4.390673 -3.164478 0.077 -0.102 0.071 0.108
H -0.716452 -5.789758 -4.308517 0.011 -0.001 0.068 0.113
H 1.440849 -6.264444 -3.193844 -0.031 0.035 0.016 0.113
H 1.934716 -5.336362 -0.988886 -0.055 0.029 -0.021 0.103
H 0.109794 -3.266647 3.635363 -0.075 -0.068 0.008 0.105
H -1.221677 -4.422213 5.343774 -0.012 0.037 -0.027 0.089
H -2.734532 -6.276791 4.690176 0.045 0.032 -0.055 0.114
H -2.940857 -6.929653 2.309976 0.027 0.025 0.015 0.107
H -1.618803 -5.774170 0.585399 0.020 -0.001 0.049 0.098
C -3.010353 4.776829 1.160219 0.147 0.114 -0.048 -0.188
Si -3.091603 3.705818 -0.380460 0.041 -0.003 -0.025 0.395
C -3.967039 4.627954 -1.744166 -0.095 0.152 -0.015 -0.173
C -4.035908 2.164560 0.100769 -0.038 -0.153 -0.074 -0.178
C -1.362546 3.181051 -0.969252 -0.141 -0.154 0.060 -0.477
Te -0.309398 2.390045 0.795361 0.000 0.861 -0.658 1.616
C 0.414526 4.390111 1.069273 -0.079 -0.113 0.583 -0.414
Si 0.858902 5.100947 2.786894 -0.084 0.025 0.019 0.444
C 0.349010 3.973176 4.183340 0.067 -0.090 0.065 -0.161
C 2.688955 5.472194 2.775128 0.173 0.010 0.087 -0.167
C -0.093652 6.700460 2.944335 -0.038 0.163 -0.018 -0.182
H -4.025356 4.989624 1.511179 0.074 -0.038 -0.044 0.047
H -2.514877 5.739855 0.987145 -0.079 -0.126 0.045 0.036
H -2.486544 4.266370 1.976370 -0.045 0.080 0.022 0.017
H -4.858462 5.140120 -1.361351 0.131 -0.077 -0.055 0.040
H -4.291970 3.942693 -2.528221 0.018 -0.005 -0.080 0.023
H -3.316050 5.381227 -2.200292 -0.089 -0.066 0.049 0.036
H -5.069585 2.404459 0.370516 0.093 -0.020 -0.007 0.045
H -3.566597 1.690728 0.969498 -0.052 -0.054 -0.011 0.016
H -4.060613 1.436756 -0.718544 -0.008 0.017 0.069 0.024
H -0.857747 4.023284 -1.451631 0.089 -0.112 0.099 0.017
H -1.467148 2.361750 -1.694451 -0.012 0.068 0.045 0.005
H -0.398637 4.981063 0.649488 -0.003 -0.069 0.006 -0.004
H 1.259434 4.453279 0.384608 0.032 0.016 -0.041 0.013
H -0.530098 3.375413 3.919083 0.022 0.041 0.074 0.026
H 0.089212 4.574609 5.061472 0.039 -0.064 -0.091 0.047
H 1.144788 3.281698 4.475121 -0.092 0.011 -0.043 0.026
H 3.293972 4.639165 2.399493 -0.063 0.100 0.068 0.019
H 3.036334 5.703619 3.789762 -0.036 -0.013 -0.157 0.045
H 2.891805 6.346832 2.146775 -0.001 -0.101 0.053 0.041
H -1.144334 6.516013 3.191512 0.086 0.018 -0.046 0.031
H -0.058331 7.300637 2.027864 0.011 -0.055 0.111 0.038
H 0.334458 7.306039 3.752164 -0.079 -0.067 -0.088 0.041
O -1.015364 -0.396138 -2.194842 0.109 -0.164 -0.396 -0.682
S -0.435993 -1.008936 -3.467469 -0.161 -0.008 0.270 0.964
C -0.104621 0.380178 -4.581020 0.137 -0.072 0.025 -0.258
C 1.352514 0.788628 -4.721620 0.042 -0.027 0.121 -0.256
C 2.395296 0.311994 -3.928816 -0.200 0.007 0.009 -0.062
C 3.701017 0.739782 -4.145491 -0.068 0.027 0.028 -0.072
C 3.978091 1.655192 -5.148650 0.077 -0.005 0.020 -0.078
C 2.945912 2.137534 -5.942662 -0.023 0.038 -0.015 -0.070
C 1.646413 1.704960 -5.730748 -0.054 -0.004 -0.044 -0.046
C -1.848636 -1.800446 -4.337857 0.062 0.242 -0.020 -0.275
C -2.812477 -0.909841 -5.060575 0.100 0.083 0.019 -0.290
C -3.655779 -0.043509 -4.367097 -0.039 0.010 0.008 -0.040
C -4.516648 0.793508 -5.064005 0.049 -0.052 0.020 -0.067
C -4.545378 0.776671 -6.452759 -0.010 -0.009 -0.012 -0.072
C -3.716894 -0.092141 -7.147360 0.013 -0.039 -0.023 -0.066
C -2.854596 -0.929765 -6.452612 0.026 0.011 -0.028 -0.051
H -0.723799 1.185727 -4.178615 -0.019 0.029 -0.045 0.109
H -0.499112 0.113737 -5.562107 -0.061 0.002 -0.006 0.096
H 2.200073 -0.408203 -3.140015 -0.009 0.031 -0.004 0.070
H 4.501391 0.358900 -3.523033 -0.030 -0.022 0.023 0.103
H 4.997472 1.986055 -5.316509 -0.099 -0.026 0.009 0.109
H 3.153669 2.847347 -6.734946 -0.014 -0.043 0.047 0.109
H 0.844650 2.072190 -6.366251 0.077 -0.006 0.055 0.120
H -2.326858 -2.354884 -3.529381 0.097 0.096 -0.072 0.056
H -1.378038 -2.516726 -5.015538 -0.052 -0.022 0.037 0.100
H -3.638221 -0.026979 -3.280646 0.024 0.017 -0.081 0.101
H -5.175244 1.456985 -4.523095 -0.038 0.056 0.056 0.104
H -5.222542 1.429131 -6.991230 0.043 -0.036 0.043 0.110
H -3.744334 -0.126082 -8.230290 0.002 0.013 0.071 0.111
H -2.213571 -1.615939 -6.998765 -0.029 0.056 0.031 0.118
```
Positions in Å, forces in eV/Å.

Computed properties:
Frontier orbital gap (eV): 6.14
Highest occupied orbital energy (eV): -9.00
Total energy (eV): -136889.726
Charge: +1
LUMO level (eV): -2.9


(2)
C9H36O9 | ωB97M-V/def2-TZVPD

The geometry in XYZ format:
```
54
Properties=species:S:1:pos:R:3:forces:R:3:mulliken_spin:R:1
C -2.344955 -3.026901 -1.806275 -0.035 -0.638 -1.318 0.021
O -2.467849 -2.095563 -2.967151 0.139 -2.671 2.656 0.589
H -1.396869 -2.898658 -1.283992 0.727 0.449 -0.353 0.063
H -3.005234 -2.923435 -0.945216 -0.790 1.061 -0.313 0.028
H -2.425776 -4.070356 -2.110851 0.146 0.371 -0.634 0.002
H -2.472162 -1.258701 -2.496766 -0.061 2.068 0.218 -0.011
C 2.361307 -3.145792 2.108491 -0.488 -0.467 0.156 0.000
O 2.533636 -3.599392 0.778950 0.487 0.496 -0.451 0.000
H 3.042428 -2.351709 2.414440 0.359 -0.208 -0.620 0.000
H 1.358903 -2.726167 2.193299 -0.220 -0.142 0.441 0.000
H 2.511024 -3.992543 2.778348 -0.199 0.185 0.368 0.000
H 1.901796 -4.306534 0.629505 0.082 -0.069 0.048 0.000
C 0.492442 -0.534912 0.411264 -0.850 -1.542 0.233 0.003
O 0.420650 0.561215 -0.459518 -0.336 -0.103 0.078 0.003
H 1.507778 -0.875524 0.614169 0.070 0.156 -0.189 0.000
H -0.024319 -0.404883 1.362131 0.059 0.462 0.124 0.000
H -0.037801 -1.359694 -0.064840 0.096 -0.313 -0.080 -0.005
H 1.247318 0.995827 -0.237413 0.614 1.116 -0.280 -0.001
C -1.368050 3.025777 1.290817 0.746 -0.475 0.037 0.000
O -1.754264 4.357310 1.096272 -0.785 0.115 -0.131 0.000
H -2.167539 2.285200 1.269626 -0.417 0.147 -0.190 0.000
H -0.672389 2.781162 0.488123 0.199 -0.191 0.185 0.000
H -0.888137 2.898329 2.261147 0.272 -0.034 0.043 0.000
H -2.684162 4.403156 1.330344 -0.027 0.438 0.074 0.000
C 1.264296 0.428710 -3.665838 0.094 0.739 0.738 0.002
O 1.256271 0.012220 -4.992093 0.474 -0.441 -0.549 0.006
H 0.855147 -0.279191 -2.945019 -0.325 -0.111 -0.094 -0.002
H 2.268323 0.638398 -3.296955 0.347 -0.389 -0.513 0.000
H 0.799048 1.410598 -3.579071 -0.596 0.097 0.238 0.001
H 0.411231 -0.370195 -5.239586 -0.022 0.074 0.136 -0.001
C 3.401751 2.157924 -0.855578 1.604 1.109 -2.686 0.000
O 2.804019 1.622072 0.222332 -1.273 -1.048 2.799 0.000
H 4.057223 1.402723 -1.289322 -0.002 0.099 -0.691 0.000
H 2.640033 2.491650 -1.560211 0.094 -0.124 -0.136 0.000
H 4.035751 3.016596 -0.634587 -0.056 0.225 0.190 0.000
H 3.509401 1.234391 0.745546 -0.288 -0.185 0.468 0.000
C -2.376026 1.710888 -2.187173 -0.071 -1.159 -0.343 -0.002
O -1.981554 0.392317 -1.767345 -1.152 -0.564 -0.536 0.247
H -2.138137 2.392625 -1.370633 -0.194 0.295 -0.289 0.009
H -1.808530 1.895295 -3.099335 0.203 0.584 -0.006 0.029
H -3.424089 1.632653 -2.476224 0.037 0.360 0.361 0.003
H -1.108379 0.483108 -1.378872 1.389 0.006 0.685 0.002
C -3.154857 -0.623114 1.310933 -0.579 -0.026 0.056 0.003
O -3.058313 -1.987361 1.673372 0.995 -0.415 -0.248 0.006
H -2.278388 -0.013737 1.531299 0.144 -0.555 0.668 0.000
H -3.231737 -0.523594 0.228214 -0.583 0.153 -0.249 0.003
H -4.023216 -0.271380 1.867999 0.030 0.868 -0.472 0.001
H -3.929157 -2.369325 1.541628 -0.054 -0.059 0.197 0.000
C 1.973981 0.108629 3.436517 -0.082 0.168 0.753 0.000
O 1.417377 0.339507 4.729805 -0.173 0.007 -0.386 0.000
H 1.633020 -0.862680 3.078183 0.149 0.216 0.226 0.000
H 1.652615 0.879176 2.735744 0.041 0.081 -0.200 0.000
H 3.054772 0.143803 3.573492 0.230 -0.280 -0.608 0.000
H 1.810345 1.170083 5.007872 -0.167 0.066 0.388 0.000
```
Positions in Å, forces in eV/Å.

Computed properties:
Frontier orbital gap (spin up / spin down) (eV): 10.03 / 2.98
Highest occupied orbital energy (spin up / spin down) (eV): -12.66 / -12.66
Total energy (eV): -28329.655
Charge: +1
LUMO level (spin up / spin down) (eV): -2.6 / -9.7
Energy above the lowest of the compared OMol25 structures with the same formula, charge and spin (kcal/mol): 83.2
2S+1: 2


(3)
C3H3Br2N | ωB97M-V/def2-TZVPD

The geometry in XYZ format:
```
9
Properties=species:S:1:pos:R:3:forces:R:3:lowdin_charge:R:1
C 0.369757 -1.242095 0.108845 -0.415 0.997 3.139 0.050
C -1.296429 0.094126 -2.624716 -1.475 0.684 -2.286 -0.481
C 0.971539 0.485664 1.783697 -3.032 0.367 -1.460 -0.593
N 0.711769 -0.390968 0.907995 0.064 -1.651 -2.343 -0.161
Br -2.114423 0.267324 -1.070257 -0.711 0.146 1.377 0.716
Br -0.335169 1.881840 1.955823 0.346 -0.331 0.287 0.603
H 0.175532 -1.413541 -0.914288 0.762 0.187 -0.782 -0.004
H -0.321103 -0.235547 -2.443201 1.935 -0.667 0.652 -0.146
H 1.838527 0.553197 2.296101 2.526 0.268 1.417 0.017
```
Positions in Å, forces in eV/Å.

Computed properties:
Frontier orbital gap (spin up / spin down) (eV): 6.81 / 6.81
Highest occupied orbital energy (spin up / spin down) (eV): -7.96 / -7.96
Total energy (eV): -144727.256
LUMO level (spin up / spin down) (eV): -1.2 / -1.2
Energy above the lowest of the compared OMol25 structures with the same formula, charge and spin (kcal/mol): 155.6


(4)
C5H10N3OS | ωB97M-V/def2-TZVPD

The geometry in XYZ format:
```
20
Properties=species:S:1:pos:R:3:forces:R:3:lowdin_charge:R:1
C 1.262697 -1.408632 -0.912314 -0.253 -0.603 -0.379 0.066
C 1.886891 -0.531737 -0.243265 -0.009 1.025 0.669 0.060
C 2.321579 1.800583 -0.236951 -0.053 1.023 -0.486 -0.226
C -0.289248 -1.630387 -0.951850 -0.018 0.224 0.225 -0.157
C -1.090718 0.554277 -0.181833 -1.584 0.286 -0.659 -0.752
N -1.065143 -0.865961 -0.074238 0.064 -0.345 0.583 -0.093
N 2.335155 0.502013 0.371207 0.124 -1.721 -0.359 0.159
N -0.540735 1.185015 0.969749 0.674 0.290 0.581 0.018
O 1.810811 1.999095 -1.287456 0.129 -0.218 0.322 0.153
S -2.877306 1.059992 -0.566364 0.575 0.350 -0.225 0.736
H 1.757525 -2.117831 -1.557763 0.516 0.049 -0.139 0.151
H 2.828033 2.536360 0.397604 -0.039 0.074 -0.041 0.158
H -0.553959 -1.393273 -1.987241 0.091 -0.135 -0.040 0.147
H -0.462629 -2.691979 -0.771683 0.123 0.029 -0.131 0.141
H -0.550627 0.891777 -1.070762 0.013 -0.095 0.046 0.096
H -1.103848 -1.194058 0.881313 0.022 -0.080 -0.116 0.138
H 2.711026 0.416481 1.312021 -0.098 -0.040 0.048 0.183
H -1.076902 0.976026 1.806888 -0.052 0.092 -0.090 0.089
H -0.535220 2.193468 0.860819 -0.224 -0.040 0.029 0.088
H -3.432843 0.266722 0.348561 0.001 -0.166 0.162 -0.155
```
Positions in Å, forces in eV/Å.

Computed properties:
Frontier orbital gap (eV): 6.50
Highest occupied orbital energy (eV): -11.99
Total energy (eV): -22690.946
Charge: +1
SMILES: N[C@H](S)NCC=C=[NH+]C=O
LUMO level (eV): -5.5
Energy above the lowest of the compared OMol25 structures with the same formula, charge and spin (kcal/mol): 44.0